1.
The following is a quantum chemistry calculation of an isolated molecule of C24H29N3O5 at a distorted geometry, from the OMol25 dataset.

Calculated values
- SMILES = COc1cc(C(=O)NCC(=O)N/N=C(/C)c2ccc3c(c2)CCCC3)cc(OC)c1OC
- LUMO level (eV) = 0.57
- 2S+1 = 1
- relative energy (zero: lowest compared OMol25 entry of this formula, charge and spin) (kJ/mol) = 277.1

Each line ends with the Mulliken charge.
Element x y z (Å)
N -0.03230 -3.11548 -1.36290  -0.1830
C 1.61814 -1.37234 -1.49467  -0.7862
C 1.86906 -0.03137 -1.24139  -0.9868
H -0.93325 0.87765 5.36544  0.3259
H -6.03152 -0.29690 -0.90570  0.4040
H -0.18367 2.06333 0.69369  0.2918
C -1.61642 1.72764 5.30615  -0.8454
O 3.18464 1.96703 -1.63130  -0.4891
O 4.83643 0.41047 -3.41203  -0.4820
C -0.89784 2.90826 4.66536  -0.9532
C -5.42269 0.32316 -0.25522  -1.1876
C -0.31882 2.47741 3.32272  -0.9656
C 2.36520 2.67371 -0.73348  -0.9516
C -1.32782 1.76422 2.46519  0.9300
N -2.69836 -2.07427 -0.50891  0.4255
H 1.20889 0.46757 -0.55216  0.6405
C -2.48869 1.21390 3.00229  1.2465
H 0.52129 1.79594 3.49586  0.3546
C -2.82891 1.35437 4.46112  -1.3057
H -1.74148 0.84213 -0.77574  0.3870
H 6.22344 1.77439 -3.83134  0.2918
H 2.39461 2.23656 0.26954  0.3742
N -3.87084 -1.41340 -0.66313  -1.0645
C 3.76606 -0.06381 -2.72590  0.7516
C -1.08037 1.62269 1.10518  -0.8711
H 0.20935 -3.33821 -2.31378  0.2673
H -1.60626 3.72649 4.51670  0.3423
C -1.95065 0.94110 0.28028  0.0660
H 0.07364 3.34317 2.78267  0.4058
C 4.23652 -3.39242 -4.10618  -0.9414
H -0.98391 -3.83148 0.32110  0.3557
C 5.33587 1.71132 -3.20182  -0.7807
C 2.45112 -2.07906 -2.35873  -0.5025
C 2.92415 0.63742 -1.84874  1.2476
C -1.11871 -3.85814 -0.76406  -0.7757
H -5.30321 1.31197 -0.69655  0.2949
H -1.08398 -4.88919 -1.11840  0.3840
H 1.33024 2.71979 -1.08756  0.3844
H 5.61730 1.87352 -2.15930  0.2944
C 3.51545 -1.43497 -2.96271  0.3796
H -4.27283 0.11888 2.58517  0.4885
C -3.37342 0.54804 2.16462  -0.7998
H 5.04658 -3.64099 -4.78975  0.2340
C -2.49875 -3.26995 -1.11608  0.5620
H -3.59157 2.13467 4.56183  0.3636
H 4.31956 -4.01478 -3.20871  0.3629
H -5.92009 0.44571 0.70549  0.3167
H -1.93522 1.97619 6.32029  0.3767
C -3.11883 0.39908 0.80864  -0.1238
H 4.61896 2.47666 -3.50526  0.2528
O -3.27778 -3.82861 -1.85002  -0.6232
H 2.77711 3.68166 -0.69937  0.3146
H -3.27135 0.42343 4.82350  0.4250
O 0.01683 -1.55042 0.25470  -0.7470
C -4.08394 -0.31487 -0.06353  0.1703
H -1.94948 -1.68098 0.07331  0.3401
H 2.29694 -3.13267 -2.52219  0.6345
C 0.47547 -1.99785 -0.78902  0.3912
O 4.39977 -2.02806 -3.81087  -0.4540
H -0.09770 3.26935 5.31445  0.3686
H 3.27804 -3.58868 -4.59881  0.3727

Forces on atoms 1 to 2 (eV/Å):
N 0.0 -0.2 -0.2
C 0.4 0.4 -0.1



2.
The following is a quantum chemistry calculation of a 4-piece molecular cluster, C24H29N4O14 overall at a distorted geometry, from the OMol25 dataset.

Calculated values
- net charge = +1
- LUMO level (eV) = -3.92
- 2S+1 = 1

Each line ends with the Mulliken charge.
Element x y z (Å)
C -1.54332 2.78108 2.01860  0.3559
H 2.01841 0.15760 -4.67521  0.3668
C -0.20834 -8.37974 -1.77284  -0.8957
C -3.25385 1.95672 -0.09957  0.1879
H 2.71663 2.32954 -3.84116  0.2625
O -3.94677 1.57289 -1.17077  -0.5869
H 0.58387 -2.13632 -4.24792  0.3515
H 3.75169 -2.37944 -1.60425  0.3319
C 4.56182 -0.81095 -2.69019  -0.5003
H 1.78596 -1.68281 -2.00413  -0.1694
H 0.59178 7.87034 8.83184  0.3627
H 4.28485 -0.24053 -1.80533  0.3095
H -1.14419 -1.13459 -1.41291  0.3305
C 0.61764 -7.32864 -1.82065  0.3260
H 3.95357 -2.70178 -3.21064  0.2598
H 0.61113 0.99980 -1.51019  0.1483
H 5.62940 -0.64546 -2.81436  0.3541
H 4.04235 -0.98434 -4.76138  0.4628
C -0.34805 -1.38882 -2.10160  -0.6075
C -0.65614 6.58658 8.34344  0.3199
C -1.52221 -8.30475 -2.40047  0.8883
C -3.83960 2.23399 1.06998  -0.9677
H 2.78027 3.29937 -1.72560  0.3519
C -1.77079 2.05799 -0.27998  1.2783
C -1.77951 5.88203 8.53556  -0.9628
O -1.30020 1.76679 -1.37777  -0.7374
C -0.69995 -0.86449 -3.48464  -0.4493
H 4.27111 0.65548 -4.25446  0.3879
H 0.44455 5.19966 5.31058  0.4626
H 0.05876 -9.30376 -1.28004  0.4307
N 4.34226 -2.22979 -2.40641  -0.5882
H -0.37282 -2.47357 -2.17840  0.3287
C -3.03405 2.65284 2.21190  0.9335
N 2.38582 -0.17202 -3.78612  0.0973
H -1.47273 3.34018 3.81012  0.3787
O -2.32637 -9.21341 -2.38368  -0.5921
C -1.89680 -7.03394 -3.10911  0.4699
H -1.77992 -0.88537 -3.57852  0.4228
O -3.20114 4.21438 7.66164  -0.6208
O -0.84568 3.18258 3.05656  -0.5375
N 2.27760 1.99551 -2.99567  0.1923
C 3.87546 -0.30877 -3.93304  -0.7910
O 1.82781 -7.34578 -1.26605  -0.5682
O -0.23750 7.50866 9.20108  -0.5504
O 1.20516 7.05686 7.00494  -0.5967
H -4.90846 2.16084 1.21227  0.4489
O 1.94073 2.95758 -2.07386  -0.3837
C -2.18919 4.88105 7.56156  1.0068
C -1.31154 4.65591 6.36958  0.1326
N 1.40776 0.38855 -1.70137  0.1758
H -2.41144 6.02490 9.40042  0.4349
O -0.19302 -1.64641 -4.54321  -0.6107
C 1.04499 -1.03102 -1.58032  -0.2948
H -3.48500 -7.90072 -3.50362  0.3626
C -1.06762 -5.98115 -3.15191  -1.0592
O -3.50441 2.90193 3.30053  -0.5390
O 1.02394 -5.12241 -2.49661  -0.6441
C 0.20799 6.37701 7.13508  0.9333
H 2.21908 -6.46894 -1.44000  0.3313
H -1.32717 -5.06119 -3.65776  0.4794
O -1.73224 3.70537 5.52236  -0.5612
O -3.08917 -7.02351 -3.68188  -0.5600
C 2.01310 0.73085 -2.79847  -0.4409
C -0.19338 5.35528 6.16987  -0.8660
C 0.23057 -6.05199 -2.50591  1.0467
H -2.56851 3.35821 5.89761  0.3029
C -0.96609 2.49375 0.83664  -0.8445
H 0.10103 2.57886 0.68328  0.4883
H 1.04591 -1.25668 -0.51927  0.4543
H -0.42870 0.18647 -3.62312  0.2508
H -3.29709 1.43570 -1.88505  0.3246

Forces on atoms 1 to 2 (eV/Å):
C 0.5 0.1 0.0
H -0.2 -0.2 0.0



3.
The following is a quantum chemistry calculation of a 2-piece molecular cluster, C24H29N5O3S overall at a distorted geometry, from the OMol25 dataset.

Calculated values
- SMILES = CNC(=O)[C@H](Cc1ccccc1)NC(C)=O.C=CCn1c(S)nnc1OCc1ccccc1
- LUMO level (eV) = 0.54
- 2S+1 = 1
- relative energy (zero: lowest compared OMol25 entry of this formula, charge and spin) (kJ/mol) = 425.2

Each line ends with the Mulliken charge.
Element x y z (Å)
N 1.16055 -4.03450 -0.77841  -0.4135
H 0.40855 5.62834 -0.37876  0.4015
H -0.56486 5.19352 3.99670  0.3242
H 2.58036 5.69552 0.57417  0.2404
N 1.97038 -4.77816 -1.59747  -0.5859
H -3.22295 3.59310 0.71631  0.4187
H 3.25344 -6.53083 -2.95467  0.1814
H 4.16630 6.68703 -0.76414  0.2850
H 0.28545 -8.14697 -0.45511  0.3926
C -4.15926 -3.58335 -0.80854  -0.4965
C 4.67675 5.78644 -1.09751  -1.0034
H -4.68888 -4.49815 -0.56006  0.3662
H -0.90511 -7.56023 -2.74104  0.2567
H -3.30164 -7.99892 -2.45172  0.2577
C 0.65325 3.58633 0.30396  0.9395
N 4.29341 4.57438 1.02119  -0.0697
H -2.23653 -5.46212 -0.34754  -0.2862
H 0.48182 6.60331 4.29131  0.3077
O 3.04090 4.53107 3.45083  -0.6937
C -1.41468 2.42399 0.86943  -0.4960
H -0.96205 -7.21717 0.36419  0.3807
O 6.35440 4.76939 0.22670  -0.6762
C -4.84216 -2.56245 -1.47632  -0.5463
S 2.23869 -7.29966 -2.50854  -0.2679
H -2.31248 -0.29898 -1.72599  0.4404
C -2.14859 -2.23830 -0.80077  -0.4715
H 0.52698 5.54068 1.90486  0.1225
N 0.35753 -6.07347 -0.84106  0.2810
C -0.40402 -7.30380 -0.57370  -1.0950
H -3.14294 -7.84261 -0.60906  0.2838
C -2.67019 -7.81546 -1.58663  -0.9231
O -0.73653 -4.29465 0.54608  -0.3852
C -0.01612 2.42472 0.73319  -0.8504
C -1.32526 -7.56701 -1.73769  0.3802
C 0.46756 5.54480 4.02656  -1.0117
C 2.83425 4.75335 1.05612  0.0887
C 2.32158 4.85619 2.51394  0.2928
H 4.01308 5.16830 -1.69691  0.2695
H 2.54619 2.66284 0.65187  0.3620
C -4.17901 -1.37778 -1.80597  -0.4918
C 5.16199 4.99857 0.10428  0.7247
H 4.70188 4.11060 1.82136  0.2517
C -0.09035 4.74023 -0.01784  -0.5646
H -5.88785 -2.68900 -1.74003  0.3715
H -2.05453 5.64106 -0.07050  0.4199
H -4.70693 -0.58339 -2.32565  0.3727
H 2.47595 3.67177 -0.78372  0.3384
C -2.14801 3.59118 0.59682  -0.6716
N 1.09203 5.35028 2.71778  -0.0038
C -2.83243 -1.21710 -1.46815  -0.5786
C 0.20165 -4.79961 -0.32121  0.5849
H 5.54222 6.06843 -1.69620  0.3207
C 2.17057 3.60986 0.26033  -1.0543
H -1.10051 -2.09088 -0.55229  0.4166
C -2.11589 -4.56756 0.25853  0.1166
H -1.92385 1.53037 1.20421  0.4959
C 1.49108 -5.99052 -1.61510  0.4695
C -2.80735 -3.43368 -0.46096  0.5539
C -1.48599 4.74906 0.15349  -0.2898
H 0.54398 1.53384 0.98271  0.4073
H 1.00515 4.98402 4.79491  0.3729
H -2.63095 -4.74627 1.20740  0.4360

Forces on atoms 1 to 2 (eV/Å):
N -0.7 0.1 0.3
H 0.1 0.1 -0.1



Across the entries above, Kohn-Sham gap takes the values 8.803; 7.449; 9.187 eV, respectively.
Across the entries above, molar mass takes the values 439.51; 597.51; 467.59 g/mol, respectively.